The following is a quantum chemistry calculation of C31H42BIrN7O8 as an isolated structure, from OMol25.

Summary:
orbital gap (alpha / beta) = 7.785 / 5.768 eV

ORCA input file:
```
! RIJCOSX wB97M-V def2-TZVPD def2/J DEFGRID3
* xyz 2 2
Ir 1.084 0.224 1.044
C -2.884 0.104 -1.988
C -2.575 1.190 -0.972
C -3.858 1.684 -0.335
O -1.762 0.565 0.090
B -0.513 1.080 -0.035
O -0.294 1.902 -1.087
C -1.640 2.333 -1.523
C -1.624 2.464 -3.030
C -1.883 3.689 -0.880
H -3.428 -0.699 -1.492
H -1.979 -0.311 -2.430
H -3.513 0.487 -2.790
H -4.427 0.833 0.040
H -4.475 2.202 -1.070
H -3.664 2.359 0.496
H -1.346 1.534 -3.523
H -0.914 3.237 -3.320
H -2.609 2.761 -3.393
H -1.830 3.628 0.206
H -2.855 4.089 -1.163
H -1.117 4.384 -1.224
O -0.297 2.138 1.622
C -0.560 1.474 2.682
O -0.048 0.316 2.775
C -1.404 2.026 3.746
C -1.560 1.323 4.938
C -2.369 1.836 5.935
C -3.004 3.043 5.705
C -2.864 3.763 4.533
C -2.048 3.246 3.543
N -3.881 3.594 6.771
O -3.989 2.940 7.783
O -4.419 4.654 6.543
H -1.046 0.383 5.082
H -2.517 1.326 6.876
H -3.385 4.701 4.417
H -1.909 3.782 2.615
C -2.051 -2.940 0.297
N -1.103 -3.174 1.390
C -1.403 -4.331 2.236
C -0.069 -2.393 1.561
C 0.859 -2.592 2.716
O 0.148 -1.496 0.658
H -3.038 -3.239 0.644
H -1.780 -3.545 -0.569
H -2.055 -1.888 0.035
H -1.641 -5.173 1.589
H -2.268 -4.111 2.862
H -0.559 -4.599 2.860
H 0.313 -2.618 3.657
H 1.595 -1.795 2.771
H 1.395 -3.535 2.595
C 3.622 3.542 2.334
C 2.676 2.828 1.441
C 2.122 3.527 0.261
O 2.394 1.650 1.725
H 4.521 3.797 1.766
H 3.884 2.943 3.200
H 3.179 4.492 2.642
H 2.911 4.102 -0.227
H 1.376 4.246 0.613
H 1.640 2.846 -0.434
C 0.757 -0.829 -2.373
C 2.071 -0.483 -1.780
N 2.320 -0.044 -0.545
C 3.699 0.109 -0.431
C 4.268 -0.241 -1.600
N 3.233 -0.590 -2.443
C 3.435 -1.129 -3.792
N 3.520 -2.553 -3.781
N 4.543 -3.120 -3.080
N 4.358 -4.373 -3.001
C 3.177 -4.689 -3.649
C 2.565 -5.928 -3.858
C 1.386 -5.931 -4.567
C 0.830 -4.737 -5.073
C 1.427 -3.511 -4.882
C 2.616 -3.515 -4.146
H 0.013 -0.954 -1.593
H 0.827 -1.769 -2.921
H 0.426 -0.039 -3.050
H 4.165 0.429 0.483
H 5.297 -0.305 -1.907
H 4.363 -0.700 -4.164
H 2.617 -0.820 -4.437
H 3.016 -6.838 -3.488
H 0.881 -6.866 -4.764
H -0.085 -4.792 -5.648
H 1.011 -2.612 -5.319
*
```

The following is a quantum chemistry calculation of C31H42Br2N4O2PTm as an isolated structure, from OMol25.

Summary:
orbital gap (alpha / beta) = 7.368 / 7.397 eV

ORCA input file:
```
! RIJCOSX wB97M-V def2-TZVPD def2/J DEFGRID3
* xyz 2 3
Tm -0.086 -0.792 1.156
C -0.160 -2.195 5.462
C -0.873 -2.706 4.213
C -2.128 -1.870 3.931
C 0.021 -2.709 2.990
C 1.278 -2.064 2.960
C 2.173 -2.291 1.899
C 1.850 -3.182 0.864
C 2.901 -3.694 -0.062
C 0.550 -3.716 0.832
C -0.353 -3.486 1.870
H -0.824 -2.263 6.321
H 0.131 -1.149 5.351
H 0.723 -2.794 5.677
H -1.181 -3.745 4.384
H -1.850 -0.820 3.794
H -2.808 -1.927 4.778
H -2.657 -2.229 3.045
H 1.638 -1.562 3.856
H 3.193 -1.926 1.984
H 2.468 -4.114 -0.963
H 3.453 -4.489 0.440
H 3.623 -2.929 -0.325
H 0.303 -4.442 0.068
H -1.276 -4.060 1.916
Br -4.716 0.215 0.039
C -3.671 1.259 1.222
C -4.160 2.445 1.770
C -3.397 3.161 2.665
Br -4.095 4.774 3.381
C -2.104 2.713 3.043
C -1.301 3.336 4.015
C -0.070 2.808 4.320
C 0.383 1.680 3.632
N -0.331 1.036 2.716
C -1.590 1.528 2.435
C -2.398 0.773 1.524
O -1.961 -0.360 1.016
H -5.147 2.799 1.511
H -1.665 4.219 4.520
H 0.549 3.246 5.088
H 1.372 1.290 3.840
O 0.383 -0.948 -0.853
P 0.481 -0.043 -2.082
N 1.107 1.394 -1.487
C 1.500 2.502 -2.368
C 1.305 3.760 -1.524
C 1.543 3.259 -0.100
C 0.890 1.872 -0.125
N -0.884 0.313 -2.921
C -1.834 1.353 -2.529
C -2.795 1.386 -3.709
C -2.939 -0.099 -4.031
C -1.529 -0.655 -3.821
N 1.440 -0.778 -3.185
C 2.589 -1.586 -2.760
C 3.607 -1.479 -3.902
C 3.206 -0.192 -4.624
C 1.686 -0.255 -4.528
H 0.900 2.526 -3.279
H 2.549 2.378 -2.654
H 0.284 4.126 -1.619
H 1.984 4.560 -1.806
H 1.097 3.906 0.653
H 2.611 3.171 0.097
H -0.192 1.964 0.108
H 1.385 1.180 0.607
H -1.320 2.302 -2.373
H -2.372 1.074 -1.614
H -2.350 1.919 -4.549
H -3.741 1.855 -3.453
H -3.294 -0.280 -5.041
H -3.637 -0.552 -3.329
H -0.973 -0.692 -4.760
H -1.545 -1.656 -3.385
H 2.264 -2.617 -2.612
H 2.991 -1.202 -1.815
H 3.498 -2.325 -4.580
H 4.632 -1.461 -3.537
H 3.560 -0.167 -5.651
H 3.598 0.681 -4.098
H 1.304 -0.971 -5.263
H 1.196 0.705 -4.673
*
```

The following is a quantum chemistry calculation of C31H42BrIrN5O4PS2 as an isolated structure, from OMol25.

Summary:
orbital gap (alpha / beta) = 7.038 / 5.391 eV

ORCA input file:
```
! RIJCOSX wB97M-V def2-TZVPD def2/J DEFGRID3
* xyz 3 2
Ir -0.262 -0.379 0.551
O -2.468 0.607 4.357
C -3.196 1.643 3.961
C -4.021 2.247 4.912
C -4.783 3.327 4.551
C -4.762 3.849 3.234
C -3.970 3.272 2.293
C -3.153 2.147 2.619
C -2.326 1.546 1.634
O -1.566 0.536 1.920
N -2.343 2.095 0.386
N -1.639 1.417 -0.523
C -1.929 1.869 -1.757
S -1.426 0.976 -3.131
C -2.541 1.836 -4.287
C -2.627 3.272 -3.816
S -2.891 3.256 -2.018
H -1.931 0.294 3.604
H -4.032 1.844 5.915
H -5.423 3.796 5.287
H -5.378 4.701 2.989
H -3.943 3.654 1.283
H -3.509 1.336 -4.274
H -2.105 1.758 -5.282
H -3.470 3.793 -4.268
H -1.710 3.823 -4.021
C -3.095 -4.523 1.706
O -1.811 -3.836 1.841
C -1.550 -2.777 1.157
O -0.417 -2.256 1.308
N -2.419 -2.243 0.272
N -1.994 -1.112 -0.480
H -3.060 -5.319 2.441
H -3.176 -4.938 0.703
H -3.903 -3.833 1.947
H -3.346 -2.620 0.130
H -2.664 -0.355 -0.355
H -1.947 -1.356 -1.468
Br 3.240 1.166 5.979
C 2.371 0.720 4.402
C 1.818 1.709 3.589
C 1.169 1.334 2.440
N 1.057 0.048 2.048
C 1.617 -0.900 2.812
C 2.262 -0.603 3.994
H 1.882 2.756 3.849
H 0.711 2.077 1.798
H 1.532 -1.921 2.475
H 2.689 -1.407 4.577
C 3.690 0.648 0.085
C 3.333 -0.790 -0.323
C 4.258 -1.133 -1.511
C 3.724 -1.698 0.854
P 1.518 -0.885 -0.972
C 1.510 0.592 -2.053
C 1.237 1.813 -1.430
C 1.313 3.013 -2.117
C 1.684 3.019 -3.455
C 1.993 1.821 -4.084
C 1.911 0.621 -3.391
C 1.283 -2.518 -1.912
C 1.814 -2.549 -3.357
C -0.199 -2.884 -2.037
C 1.943 -3.649 -1.105
H 4.699 0.613 0.498
H 3.040 1.051 0.864
H 3.709 1.337 -0.754
H 5.273 -0.905 -1.181
H 4.075 -0.517 -2.389
H 4.245 -2.181 -1.790
H 4.814 -1.760 0.859
H 3.348 -2.715 0.815
H 3.449 -1.252 1.807
H 1.006 1.855 -0.372
H 1.116 3.944 -1.601
H 1.768 3.955 -3.993
H 2.321 1.816 -5.114
H 2.187 -0.279 -3.912
H 1.221 -1.917 -4.017
H 1.697 -3.575 -3.710
H 2.863 -2.296 -3.461
H -0.257 -3.862 -2.516
H -0.738 -2.185 -2.685
H -0.686 -2.982 -1.075
H 3.022 -3.577 -1.036
H 1.718 -4.585 -1.620
H 1.532 -3.729 -0.095
*
```

The following is a quantum chemistry calculation of a 11-piece molecular cluster, C31H42Cl4N6O12 overall, from OMol25.

Summary:
SMILES = C[N+](=O)[O-].C[N+](=O)[O-].C[N+](=O)[O-].C[N+](=O)[O-].C[N+](=O)[O-].C[N+](=O)[O-].ClC(Cl)(Cl)Cl.c1ccccc1.c1ccccc1.c1ccccc1.c1ccccc1
orbital gap = 8.812 eV

ORCA input file:
```
! RIJCOSX wB97M-V def2-TZVPD def2/J DEFGRID3
* xyz 0 1
C 13.962 -33.393 12.285
N 13.644 -34.326 11.178
O 14.300 -35.336 11.099
O 12.754 -34.015 10.406
H 13.947 -33.944 13.219
H 13.261 -32.570 12.286
H 14.969 -33.011 12.126
C 10.120 -31.291 6.662
N 10.825 -30.949 5.378
O 10.700 -29.810 4.964
O 11.454 -31.819 4.824
H 10.770 -30.900 7.441
H 10.074 -32.372 6.728
H 9.147 -30.821 6.649
C 10.033 -35.084 3.791
N 10.372 -35.691 5.110
O 11.139 -35.088 5.829
O 9.805 -36.724 5.411
H 9.801 -35.898 3.113
H 10.880 -34.504 3.450
H 9.134 -34.500 3.983
C 8.533 -32.905 13.309
N 9.810 -33.584 12.916
O 10.843 -33.070 13.273
O 9.723 -34.650 12.334
H 8.366 -33.150 14.352
H 7.745 -33.364 12.719
H 8.630 -31.849 13.098
C 10.360 -35.585 8.868
N 9.021 -34.997 8.756
O 8.897 -33.826 8.441
O 8.088 -35.740 9.008
H 10.643 -35.653 9.919
H 11.120 -34.990 8.376
H 10.330 -36.586 8.457
C 7.141 -37.003 12.030
N 6.007 -37.581 12.784
O 5.812 -38.763 12.640
O 5.378 -36.854 13.534
H 8.058 -37.255 12.565
H 7.144 -35.918 12.045
H 7.138 -37.424 11.034
Cl 9.104 -38.990 8.388
C 7.879 -39.757 7.379
Cl 6.299 -39.052 7.732
Cl 8.310 -39.428 5.699
Cl 7.824 -41.476 7.684
C 4.341 -31.336 8.885
C 3.825 -30.566 7.862
C 4.632 -30.270 6.781
C 5.944 -30.717 6.744
C 6.452 -31.526 7.743
C 5.637 -31.836 8.818
H 3.728 -31.593 9.741
H 2.811 -30.192 7.914
H 4.272 -29.668 5.956
H 6.574 -30.382 5.925
H 7.473 -31.880 7.759
H 5.980 -32.421 9.663
C 16.522 -33.284 6.712
C 15.764 -33.844 5.683
C 14.381 -33.863 5.771
C 13.739 -33.330 6.877
C 14.485 -32.793 7.927
C 15.872 -32.787 7.839
H 17.587 -33.166 6.560
H 16.252 -34.248 4.805
H 13.795 -34.344 4.998
H 12.661 -33.337 6.949
H 14.011 -32.439 8.831
H 16.478 -32.363 8.635
C 6.120 -36.898 4.067
C 5.645 -36.130 3.016
C 5.691 -34.743 3.099
C 6.139 -34.117 4.249
C 6.661 -34.878 5.272
C 6.686 -36.269 5.166
H 6.126 -37.981 4.027
H 5.273 -36.597 2.112
H 5.286 -34.164 2.277
H 5.986 -33.049 4.325
H 7.081 -34.440 6.171
H 7.171 -36.831 5.950
C 11.904 -38.505 10.913
C 11.547 -37.674 11.964
C 10.689 -38.130 12.956
C 10.173 -39.422 12.890
C 10.486 -40.220 11.806
C 11.412 -39.799 10.849
H 12.613 -38.109 10.192
H 11.980 -36.685 12.046
H 10.318 -37.494 13.752
H 9.538 -39.777 13.692
H 10.015 -41.187 11.661
H 11.610 -40.469 10.023
*
```

The following is a quantum chemistry calculation of C31H42N3OPSn as an isolated structure, from OMol25.

Summary:
orbital gap (alpha / beta) = 3.476 / 3.245 eV

ORCA input file:
```
! RIJCOSX wB97M-V def2-TZVPD def2/J DEFGRID3
* xyz -2 1
Sn -2.095 0.384 -0.059
N -1.984 -1.891 1.388
N -0.412 -2.069 -1.274
C 1.370 2.253 -0.455
C 2.197 1.144 -0.121
C 1.969 0.829 1.246
C 2.613 -0.247 2.027
H 3.320 -0.812 1.408
H 1.865 -0.948 2.429
H 3.168 0.158 2.888
C 1.002 1.740 1.753
C 0.500 1.786 3.140
H 1.142 2.430 3.766
H 0.487 0.785 3.595
H -0.519 2.197 3.180
C 0.651 2.634 0.710
C -0.262 3.794 0.837
H -1.157 3.538 1.422
H -0.566 4.158 -0.153
H 0.246 4.625 1.357
C 3.098 0.408 -1.033
H 4.012 0.095 -0.507
H 3.385 1.033 -1.889
H 2.609 -0.503 -1.417
C 1.245 2.908 -1.772
H 0.254 2.725 -2.216
H 1.995 2.533 -2.477
H 1.372 3.999 -1.693
C -2.874 -2.141 2.388
H -3.204 -1.290 2.989
C -3.251 -3.450 2.637
H -3.922 -3.646 3.464
C -2.787 -4.484 1.805
H -3.179 -5.498 1.923
C -1.820 -4.224 0.857
H -1.408 -4.977 0.183
C -1.275 -2.915 0.770
C -0.164 -2.545 -0.002
H 0.781 -2.241 0.454
C -0.898 -0.791 -1.612
C -0.190 -2.818 -2.439
H 0.108 -3.850 -2.400
C -0.393 -2.010 -3.470
H -0.244 -2.174 -4.520
N -0.728 -0.742 -2.982
C -0.653 0.407 -3.838
C 0.544 0.643 -4.541
C 0.644 1.795 -5.333
H 1.589 2.005 -5.836
C -0.419 2.688 -5.465
C -0.295 3.911 -6.330
H -0.300 4.832 -5.731
H -1.133 3.984 -7.036
H 0.636 3.892 -6.907
C -1.609 2.409 -4.790
H -2.442 3.108 -4.873
C -1.757 1.255 -4.014
C -3.086 0.916 -3.426
H -3.438 -0.085 -3.708
H -3.826 1.646 -3.772
H -3.069 0.975 -2.323
C 1.729 -0.260 -4.425
H 1.576 -1.249 -4.876
H 2.041 -0.392 -3.380
H 2.571 0.202 -4.952
C 2.073 -1.628 6.011
P 0.489 -1.507 5.079
C -0.311 -3.062 5.665
C -0.394 -0.317 6.178
O -1.259 -0.713 1.502
H 2.694 -2.394 5.526
H 1.888 -1.908 7.058
H 2.606 -0.667 5.968
H 0.227 -3.493 6.521
H -1.361 -2.882 5.932
H -0.283 -3.770 4.826
H 0.149 0.638 6.207
H -1.397 -0.136 5.766
H -0.480 -0.732 7.192
*
```

For the records above, the corresponding molar mass values read 843.747, 862.419, 915.937, 832.519, 622.382 g mol⁻¹.
For the records above, the corresponding max |F| values read 0.23, 2.56, 1.45, 1.16, 3.03 eV Å⁻¹.